(1)
ORCA calculation (wB97M-V/def2-TZVPD) on the ion C5H10NO with charge -1 in a non-equilibrium geometry.

Structure (XYZ):
```
17
Properties=species:S:1:pos:R:3
N 0.8201 -0.9939 -0.2774
C 0.9593 -0.0640 -1.4212
C -0.2287 0.9636 -1.2924
C -0.9947 0.6082 -0.0493
C -0.2888 -0.6010 0.6226
C 0.1711 -0.3520 2.0527
O -0.8695 -0.4587 2.9250
H 0.6824 -1.8990 -0.6840
H 0.8762 -0.5373 -2.4021
H 1.9428 0.4102 -1.3905
H -0.7512 0.8148 -2.2437
H 0.1874 1.9711 -1.3213
H -2.0371 0.3047 -0.1681
H -1.0792 1.4848 0.5979
H -1.0448 -1.3889 0.7115
H 0.5785 0.7042 2.0988
H 1.0762 -0.9668 2.2415
```

Calculated values
Total charge: -1
2S+1: 1
Lowest unoccupied orbital energy: 0.1446 hartree
Frontier orbital gap: 5.9 eV
SMILES: [O-]C[C@H]1CCCN1



(2)
ORCA calculation (wB97M-V/def2-TZVPD) on a cluster of 2 separate species, C5H10NO in total in a non-equilibrium geometry.

Structure (XYZ):
```
17
Properties=species:S:1:pos:R:3
O -1.3733 1.3212 -1.1857
C -1.8401 0.3652 -0.5245
C -1.5878 -0.0842 0.8426
C -0.1424 -0.2351 1.0736
C 0.7803 0.3330 0.0652
C 0.9293 -0.3605 -1.1902
N 1.9526 0.8834 0.6309
H -2.5605 -0.2672 -0.9993
H -2.0993 0.5434 1.5686
H -2.0787 -1.0118 0.9739
H 0.0143 -1.3344 1.1529
H -0.0499 0.2523 2.0881
H 1.3205 0.1948 -1.9921
H 0.8549 -1.4061 -1.0972
H 1.2629 -1.5712 -3.0896
H 2.3457 1.6460 0.0703
H 2.2713 0.7312 1.6126
```

Calculated values
2S+1: 2
Lowest unoccupied orbital energy (alpha / beta): 0.0144 / 0.0078 hartree
Frontier orbital gap (alpha / beta): 7.3 / 7.2 eV
Expectation value of S²: 0.75



(3)
ORCA calculation (wB97M-V/def2-TZVPD) on a structure of composition C5H10NO in a non-equilibrium geometry.

Structure (XYZ):
```
17
Properties=species:S:1:pos:R:3
C 0.5926 1.1475 0.1788
C -0.7848 0.5206 -0.2453
C -1.7425 -0.0541 0.6411
C -2.9428 -0.8141 0.3457
N 1.9355 0.6005 -0.1086
C 1.7813 -0.4670 -1.1140
O 1.2141 -0.0062 -2.2762
H 0.6499 1.4180 1.3067
H 0.5722 2.1279 -0.3801
H -0.9096 0.5431 -1.3185
H -1.6735 0.2035 1.8156
H 1.8535 -0.8423 1.4461
H -3.3311 -1.3649 1.2113
H -3.2155 -0.6819 -0.6658
H 2.1285 -0.2263 0.9251
H 2.7262 -0.9486 -1.2172
H 1.1462 -1.1558 -0.5444
```

Calculated values
2S+1: 2
Lowest unoccupied orbital energy (alpha / beta): -0.1188 / -0.1110 hartree
Frontier orbital gap (alpha / beta): 4.3 / 4.7 eV
Expectation value of S²: 0.95



(4)
ORCA calculation (wB97M-V/def2-TZVPD) on the ion C5H10NO with charge +1 in a non-equilibrium geometry.

Structure (XYZ):
```
17
Properties=species:S:1:pos:R:3
C 0.1123 -0.2897 -1.5346
C 0.0962 -0.0234 2.0195
C -0.6778 -1.4233 -2.0856
C 0.1845 1.2856 1.2389
C 1.1285 1.2944 0.0276
N 0.6518 0.4818 -0.9414
O -1.4654 -1.9782 -1.0867
H 1.0970 -0.1989 2.5505
H -0.1375 -0.7469 1.2672
H -0.6009 0.0675 2.8184
H -1.1832 -1.0662 -3.0708
H 0.1163 -2.1910 -2.5522
H 0.4523 2.1093 1.9593
H -0.8727 1.7235 1.0885
H 1.2173 2.2430 -0.5455
H 2.1248 0.9692 0.4394
H -2.2433 -2.2566 -1.5924
```

Calculated values
Total charge: +1
2S+1: 1
Lowest unoccupied orbital energy: -0.1486 hartree
Frontier orbital gap: 11.4 eV
SMILES: CCC[N+]#CCO



(5)
ORCA calculation (wB97M-V/def2-TZVPD) on the ion C5H10NO with charge +1 in a non-equilibrium geometry.

Structure (XYZ):
```
17
Properties=species:S:1:pos:R:3
C -0.5113 0.1009 0.1882
C 0.2139 -2.0185 0.9047
C 0.4267 -1.4553 -1.5242
C -0.2173 3.2791 0.4591
C -0.4514 -1.2110 -0.2310
N -0.2421 1.0521 0.8947
O 0.0063 2.2371 1.3795
H 1.2925 -1.6629 0.8534
H -0.4282 -1.8919 1.7835
H 0.2102 -3.0729 0.6055
H 0.4348 -2.6393 -1.6986
H -0.1334 -1.0263 -2.3599
H 1.2664 -0.7692 -1.3016
H -1.1308 3.3180 0.0580
H 0.4141 3.0859 -0.4693
H 0.3212 4.1769 0.8229
H -1.4716 -1.5025 -0.3649
```

Calculated values
Total charge: +1
2S+1: 1
Lowest unoccupied orbital energy: -0.1748 hartree
Frontier orbital gap: 11.0 eV
SMILES: CO[N+]#CC(C)C



(6)
ORCA calculation (wB97M-V/def2-TZVPD) on a cluster of 2 separate species, C5H10NO in total in a non-equilibrium geometry.

Structure (XYZ):
```
17
Properties=species:S:1:pos:R:3
C -0.8411 0.4658 0.9846
C 0.7071 1.1454 -0.9437
C -2.0307 0.7658 0.0344
C 0.5429 -0.0875 -1.3264
C 0.4224 0.2098 0.1504
N 1.6192 -0.2067 1.0722
O -2.9076 0.0855 -0.2129
H -0.6042 1.2688 1.6699
H -1.0691 -0.5312 1.5251
H 0.7337 2.3025 -1.2208
H -0.3774 -2.5875 -1.3231
H -1.9530 1.8302 -0.3074
H 0.2180 -3.0278 -1.4948
H 0.2908 -0.8583 -2.1055
H 2.3905 0.3896 0.6729
H 1.6623 -1.1656 0.8990
H 1.1961 0.0012 1.9261
```

Calculated values
Total charge: +1
2S+1: 1
Lowest unoccupied orbital energy: -0.1343 hartree
Frontier orbital gap: 10.2 eV



(7)
ORCA calculation (wB97M-V/def2-TZVPD) on the ion C5H10NO with charge +1 in a non-equilibrium geometry.

Structure (XYZ):
```
17
Properties=species:S:1:pos:R:3
O 0.1089 -2.0596 -1.1127
C 0.4601 -2.2550 0.0209
C 0.7913 -1.0450 0.9009
C -0.2669 -0.0139 1.3031
C -0.3808 1.2176 0.4596
C -0.3304 1.5109 -2.1354
N -0.5609 0.8848 -1.0398
H 0.8294 -3.1626 0.5251
H 1.7035 -0.5819 0.5042
H 1.1123 -1.4425 1.8687
H -0.2126 0.3834 2.3418
H -1.2759 -0.4078 1.4742
H 0.3343 2.0203 0.5842
H -1.3150 1.7419 0.6896
H 0.4413 1.1540 -2.8584
H -1.0386 2.1978 -2.5762
H -0.4000 -0.1423 -0.9499
```

Calculated values
Total charge: +1
2S+1: 1
Lowest unoccupied orbital energy: -0.2282 hartree
Frontier orbital gap: 8.0 eV
SMILES: C=[NH+]CCCC=O



(8)
ORCA calculation (wB97M-V/def2-TZVPD) on a cluster of 2 separate species, C5H10NO in total in a non-equilibrium geometry.

Structure (XYZ):
```
17
Properties=species:S:1:pos:R:3
C -1.0758 1.2401 1.2066
C 1.9299 2.5909 -0.1029
C 0.0003 0.9996 0.5462
C 0.2174 -1.4018 0.6380
C -0.0139 -0.3044 -1.5716
N 0.4808 -0.1865 -0.1313
O 2.7208 1.8317 -0.4917
H -1.7754 0.4039 1.3327
H -0.8907 2.2199 1.5945
H 2.0059 3.6105 0.2385
H 0.7033 -1.1953 1.6490
H -0.7720 -1.4319 0.8526
H 0.4206 -2.3334 -0.0629
H -1.1500 -0.3520 -1.6760
H 0.1735 0.4917 -2.2266
H 0.4136 -1.2938 -2.0162
H 1.5937 -0.1443 -0.2737
```

Calculated values
Total charge: +1
2S+1: 3
Lowest unoccupied orbital energy (alpha / beta): -0.1124 / -0.2146 hartree
Frontier orbital gap (alpha / beta): 8.3 / 9.5 eV
Expectation value of S²: 2.01



(9)
ORCA calculation (wB97M-V/def2-TZVPD) on the ion C5H10NO2 with charge -1 in a non-equilibrium geometry.

Structure (XYZ):
```
18
Properties=species:S:1:pos:R:3
C 0.4350 1.6219 1.1764
N -0.1658 0.5716 0.6231
C -0.6966 -0.4258 1.5345
C 1.4082 -0.2509 -1.0574
C 0.0067 0.2745 -0.8086
C -1.1517 -0.7788 -1.1707
O -2.3196 -0.5089 -0.6937
O 1.1534 2.3967 0.5255
H 0.2487 1.9170 2.2091
H -0.0372 -1.3045 1.4579
H -0.5426 -0.1361 2.5786
H -1.7270 -0.7437 1.4807
H 1.5213 -1.2360 -0.5954
H 2.1994 0.3235 -0.5729
H 1.6538 -0.1940 -2.1199
H -0.2576 1.1541 -1.3860
H -1.0741 -0.8714 -2.3052
H -0.6543 -1.8093 -0.8762
```

Calculated values
Total charge: -1
2S+1: 1
Lowest unoccupied orbital energy: 0.1469 hartree
Frontier orbital gap: 6.8 eV
SMILES: C[C@@H](C[O-])N(C)C=O



(10)
ORCA calculation (wB97M-V/def2-TZVPD) on a cluster of 2 separate species, C5H10NO2 in total in a non-equilibrium geometry.

Structure (XYZ):
```
18
Properties=species:S:1:pos:R:3
C -1.8240 -2.5940 -1.6480
N -2.2879 -3.3734 -0.5842
C -0.6442 1.0733 0.8227
C 0.1854 1.0676 -0.4452
C 1.7639 0.9833 -0.4559
O 2.1579 0.0697 -1.4209
C -0.1742 1.4640 2.0496
O 0.9559 2.0410 2.2766
H -1.7774 -3.2767 -2.6224
H -0.7596 -2.3546 -1.4664
H -2.3665 -1.7163 -2.0712
H -1.2676 0.1845 0.8449
H -1.5647 -4.0201 -0.3192
H -0.0510 0.1971 -0.9926
H -0.2805 1.8968 -1.1139
H 2.1594 2.0078 -0.4813
H 2.0729 0.5468 0.5632
H -0.9011 1.2979 2.9627
```

Calculated values
Total charge: -1
2S+1: 1
Lowest unoccupied orbital energy: -0.0052 hartree
Frontier orbital gap: 2.6 eV



(11)
ORCA calculation (wB97M-V/def2-TZVPD) on the ion C5H10NO2 with charge -1 in a non-equilibrium geometry.

Structure (XYZ):
```
18
Properties=species:S:1:pos:R:3
C -0.0185 1.1001 1.3366
C 1.0440 2.2020 1.4067
C -0.1253 0.4218 -0.0330
N 0.4313 -0.9522 -0.0319
C 0.1566 -1.7007 -1.2810
C -1.3311 -2.1002 -1.6850
O -2.2096 -1.2374 -1.4781
O -1.4282 -3.2370 -2.1900
H -1.0332 1.5255 1.4615
H -0.0470 0.4324 2.2011
H 1.3269 2.3208 2.4521
H 1.9258 1.7999 0.8983
H 0.7272 3.1074 0.9076
H 0.5377 0.9452 -0.7403
H -1.0510 0.5892 -0.5842
H -0.0878 -1.4446 0.6927
H 0.6461 -2.6745 -1.2185
H 0.5361 -1.0978 -2.1144
```

Calculated values
Total charge: -1
2S+1: 1
Lowest unoccupied orbital energy: 0.1339 hartree
Frontier orbital gap: 7.2 eV
SMILES: CCCNCC(=O)[O-]



(12)
ORCA calculation (wB97M-V/def2-TZVPD) on the molecule C5H10NO2 in a non-equilibrium geometry.

Structure (XYZ):
```
18
Properties=species:S:1:pos:R:3
C -0.5776 0.4331 0.0342
N 0.6746 1.1471 0.0513
C -1.7640 1.3827 -0.0681
C -3.0097 0.6693 -0.2904
C 1.6497 0.1011 -0.2294
C 1.7246 -1.0027 0.9030
O 2.6330 -2.0229 0.6615
O -0.9232 -0.5240 -1.0404
H -0.7457 -0.2150 0.9085
H -1.8268 2.0273 0.7420
H -1.5034 1.9783 -0.9367
H -1.9855 -0.2640 -1.0144
H -3.5879 0.1467 0.4571
H -3.6522 1.2766 -0.9117
H 2.7064 0.4416 -0.3408
H 1.3851 -0.4500 -1.1667
H 1.9629 -0.5750 1.8629
H 0.7086 -1.5217 0.9756
```

Calculated values
2S+1: 2
Lowest unoccupied orbital energy (alpha / beta): -0.0537 / -0.0491 hartree
Frontier orbital gap (alpha / beta): 8.0 / 8.7 eV
Expectation value of S²: 1.75



(13)
ORCA calculation (wB97M-V/def2-TZVPD) on the ion C5H10NO2 with charge +1 in a non-equilibrium geometry.

Structure (XYZ):
```
18
Properties=species:S:1:pos:R:3
C -1.8780 0.6465 -0.0036
C 0.3303 1.7851 -0.3554
C -0.4918 0.7296 0.1159
C 0.5818 -1.2383 -0.9986
C 0.2822 -0.5793 0.3895
N 1.5371 -0.4658 1.2009
O 1.5103 1.8789 -0.0754
O -2.6704 -0.3550 0.3192
H -2.4250 1.6037 -0.4298
H 0.0175 2.6486 -0.9512
H 1.3937 -0.8523 -1.4369
H 0.7727 -2.2519 -0.9990
H -0.3330 -1.0420 -1.7391
H -0.4980 -1.0503 1.0094
H 2.0792 -1.2936 1.3992
H 1.2027 -0.2057 2.1124
H 2.0445 0.3221 0.6270
H -3.4558 -0.2801 -0.1846
```

Calculated values
Total charge: +1
2S+1: 1
Lowest unoccupied orbital energy: -0.1398 hartree
Frontier orbital gap: 10.0 eV
SMILES: C[C@@H]([NH3+])/C(C=O)=C\O



(14)
ORCA calculation (wB97M-V/def2-TZVPD) on a cluster of 2 separate species, C5H10NO3 in total in a non-equilibrium geometry.

Structure (XYZ):
```
19
Properties=species:S:1:pos:R:3
C 1.3426 -1.1761 1.5418
C 2.3068 -0.3032 0.7227
O 3.4565 -0.6111 0.3385
N 1.8022 1.0228 0.7077
H 0.8031 -0.5915 2.3039
H 2.0613 -2.1024 1.8790
H 2.0657 1.9129 0.0939
H 0.9449 1.2025 1.3473
H 0.3375 -1.4514 1.0075
C -1.6746 -0.4398 -1.2244
C -1.0808 0.8051 -2.0029
C -1.8533 0.0365 0.2920
O -2.2730 -0.7248 1.1671
O -1.2193 1.0904 0.6675
H -2.7675 -0.7995 -1.4053
H -0.9537 -1.2600 -1.0905
H -1.5346 0.8828 -3.0051
H -0.0651 0.8852 -1.8422
H -1.6989 1.6217 -1.4985
```

Calculated values
Total charge: -1
2S+1: 1
Lowest unoccupied orbital energy: 0.1375 hartree
Frontier orbital gap: 7.7 eV



(15)
ORCA calculation (wB97M-V/def2-TZVPD) on a structure of composition C5H10NO6S2 in a non-equilibrium geometry.

Structure (XYZ):
```
24
Properties=species:S:1:pos:R:3
C 0.0741 -0.0083 1.9649
C -0.0526 1.4853 1.5407
C -1.3060 -0.5576 1.7082
C -1.4949 1.6073 1.4013
C -0.1669 0.1329 -1.1068
N -2.2071 0.5895 1.4619
O -1.6398 -2.1196 -1.3694
O 1.7186 1.9129 -1.3203
O -0.0976 -1.5479 -3.1594
O 0.8381 -2.2671 -0.9861
O 2.3980 -0.3532 -0.6010
O 1.7720 0.2379 -2.9860
S -0.3251 -1.5037 -1.5903
S 1.4611 0.4920 -1.5713
H 0.8039 -0.5710 1.3772
H 0.5442 -0.0119 2.9903
H 0.2892 2.2319 2.2605
H 0.5425 1.5599 0.6077
H -1.3092 -1.2553 0.7221
H -1.6337 -1.0504 2.6690
H -1.9627 2.5610 1.4011
H 1.9613 -1.2446 -0.4576
H -0.8838 0.6261 -1.8043
H 0.6765 -0.9461 -3.1524
```

Calculated values
Total charge: -1
2S+1: 1
Lowest unoccupied orbital energy: 0.1281 hartree
Frontier orbital gap: 9.3 eV



(16)
ORCA calculation (wB97M-V/def2-TZVPD) on a structure of composition C5H10NO7Rb in a non-equilibrium geometry.

Structure (XYZ):
```
24
Properties=species:S:1:pos:R:3
Rb -0.4484 2.5315 -0.9413
C 2.8213 -1.2266 -2.7087
C 1.7879 -0.5787 -1.8153
O 1.5207 0.5691 -1.8038
N 1.1174 -1.4617 -0.7919
H 1.5128 -2.3977 -0.8898
H 1.3022 -1.2089 0.1910
C -0.4313 -1.5196 -0.7777
H 2.9708 -0.5741 -3.5653
H 2.3817 -2.1328 -3.1281
H 3.7285 -1.2492 -2.1044
H -0.5852 -1.8873 -1.8001
H -0.8955 -0.5376 -0.7794
H -0.7999 -2.2759 -0.0966
O -1.7485 -1.8223 1.4052
C -1.9513 -0.4624 1.5127
O -1.1466 0.3020 0.9004
O -2.8079 -0.0813 2.3183
H -2.4851 -2.2141 1.8907
O -1.9708 3.1800 3.0286
C -0.9578 4.0065 2.6083
O -0.7802 5.0643 3.2254
O -0.2409 3.6018 1.6332
H -1.8940 2.3749 2.4887
```

Calculated values
2S+1: 1
Lowest unoccupied orbital energy: -0.0678 hartree
Frontier orbital gap: 4.5 eV



(17)
ORCA calculation (wB97M-V/def2-TZVPD) on the ion C5H10NOS with charge -1 in a non-equilibrium geometry.

Structure (XYZ):
```
18
Properties=species:S:1:pos:R:3
C 0.7265 -1.5249 0.0917
C 1.5852 -1.4071 1.2990
S 2.2888 -3.1039 1.5727
C 0.3720 -0.2273 -0.6457
N -0.4845 0.5588 0.2663
C -0.9077 1.8501 -0.3098
C -2.1862 1.4824 -1.0329
O -3.0637 2.2993 -1.2158
H 1.0952 -2.3206 -0.6439
H -0.2774 -1.9265 0.4549
H 0.9899 -1.1072 2.1902
H 2.4853 -0.7478 1.2440
H 1.3121 0.3302 -0.8327
H -0.1266 -0.2866 -1.6506
H -0.0325 0.7633 1.1470
H -0.2381 2.4218 -0.9788
H -1.2524 2.4620 0.5151
H -2.2859 0.4839 -1.4707
```

Calculated values
Total charge: -1
2S+1: 1
Lowest unoccupied orbital energy: 0.1175 hartree
Frontier orbital gap: 5.6 eV
SMILES: O=CCNCCC[S-]



(18)
ORCA calculation (wB97M-V/def2-TZVPD) on the ion C5H10NOS with charge +1 in a non-equilibrium geometry.

Structure (XYZ):
```
18
Properties=species:S:1:pos:R:3
C -0.0947 -0.2111 0.2893
C -0.2518 -0.3164 -1.0155
C 2.2860 0.2301 -0.6435
C -0.8788 -0.0005 1.5016
C -1.5467 -0.3610 -1.7444
N 1.6468 -0.2613 0.6081
O 2.4040 1.5774 -0.6093
S 1.2155 -0.4075 -2.0101
H 3.2875 -0.2005 -0.7489
H -1.9276 -0.1865 1.2801
H -0.7790 1.0271 1.8588
H -0.5764 -0.6789 2.3002
H -1.5531 0.3893 -2.5338
H -2.3800 -0.1819 -1.0710
H -1.6661 -1.3304 -2.2268
H 1.8673 0.3415 1.4052
H 1.8550 -1.2401 0.8179
H 1.6049 2.0480 -0.8886
```

Calculated values
Total charge: +1
2S+1: 1
Lowest unoccupied orbital energy: -0.1177 hartree
Frontier orbital gap: 10.1 eV
SMILES: CC1=C(C)S[C@@H](O)[NH2+]1



(19)
ORCA calculation (wB97M-V/def2-TZVPD) on the ion C5H10NOS2 with charge +1 in a non-equilibrium geometry.

Structure (XYZ):
```
19
Properties=species:S:1:pos:R:3
C -0.5019 -0.7075 -0.0384
C -0.3088 0.6425 0.0188
C 1.9181 0.1956 0.0567
C -1.8419 -1.3595 0.1248
C -1.2423 1.7547 0.1359
N 0.7701 -1.3785 -0.3630
O 1.0301 1.0785 -0.1936
S 2.3487 -0.1229 1.8494
S 3.2900 0.3180 -1.1218
H -1.7888 -2.3289 0.7177
H -2.3780 -1.4736 -0.8656
H -2.5298 -0.5574 0.4309
H -0.9799 2.6229 0.7639
H -2.2035 1.4285 0.4628
H -1.4743 2.1673 -0.9902
H 1.0441 -2.2090 0.1202
H 0.6019 -1.8314 -1.2818
H 1.3622 0.6104 2.4262
H 2.8841 1.1502 -2.2532
```

Calculated values
Total charge: +1
2S+1: 3
Lowest unoccupied orbital energy (alpha / beta): -0.1468 / -0.2766 hartree
Frontier orbital gap (alpha / beta): 5.7 / 5.6 eV
Expectation value of S²: 2.01



(20)
ORCA calculation (wB97M-V/def2-TZVPD) on a cluster of 2 separate species, C5H10NP in total in a non-equilibrium geometry.

Structure (XYZ):
```
17
Properties=species:S:1:pos:R:3
C 2.2592 2.1716 0.4649
C -2.7717 -1.0713 -0.4131
C -2.7661 -0.1736 -1.5436
C 0.7202 -1.6122 0.7058
C 1.1725 -0.1838 0.7377
N -2.6594 -1.7436 0.5379
P 1.6585 0.7715 -0.5298
H 1.5380 2.3539 1.3147
H 3.3989 2.0594 0.7122
H -2.7101 -0.8026 -2.3823
H -3.5424 0.4876 -1.6822
H -1.7089 0.2645 -1.5835
H 1.4031 -1.9919 1.4701
H -0.3380 -1.6910 0.9755
H 0.8811 -2.0546 -0.3107
H 1.2781 0.1563 1.7814
H 2.1870 3.0598 -0.2549
```

Calculated values
2S+1: 1
Lowest unoccupied orbital energy: 0.0226 hartree
Frontier orbital gap: 9.5 eV
SMILES: C/C=P/C.CC#N